Formula: C2H4N4O
Source: OMol25
Level of theory: wB97M-V/def2-TZVPD

- Kohn-Sham gap: 9.9 eV
- E_HOMO: -9.255 eV
- Total energy: -372.86650 hartree
- Spin multiplicity: 1

Atoms and positions in Å:
N1 -1.79 0.04 -1.12
C1 -0.65 0.02 -0.40
N2 0.00 1.14 -0.10
N3 1.13 0.62 0.60
C2 0.86 -0.94 0.79
O1 1.59 -1.49 1.58
N4 -0.20 -1.19 0.05
H1 -2.06 0.89 -1.59
H2 -2.14 -0.84 -1.45
H3 1.99 0.80 0.08
H4 1.27 0.94 1.56